1.
C4H14NOS | ωB97M-V with the def2-TZVPD basis set

Molar mass ... 124.2 g/mol
Kohn-Sham gap ... 8.732 eV
LUMO energy ... -3.42 eV
E ... -18739.661 eV
Energy relative to the best compared isomer or geometry (same formula, charge and spin) ... 243.8 kJ/mol

```
! wB97M-V def2-TZVPD RIJCOSX def2/J DEFGRID3
* xyz 1 1
C -1.750 -0.472 -0.198
C -0.789 -1.473 0.461
C 0.718 -1.698 0.379
S 1.902 -0.972 1.552
C 2.187 0.498 0.534
N -1.572 0.967 0.395
H -1.669 -0.495 -1.303
H -2.908 -0.628 0.050
H -1.348 -2.465 0.182
H -0.995 -1.501 1.542
H 1.079 -1.514 -0.669
H 0.751 -2.821 0.530
H 1.842 0.555 -0.500
H 3.288 0.611 0.538
H 1.775 1.381 0.901
H -2.180 1.283 1.057
H -0.478 1.202 0.685
H -1.534 1.574 -0.459
H 0.133 1.545 -2.320
H 1.189 2.370 -1.850
O 0.358 2.053 -1.508
*
```

2.
C28H54As2IrN5Si2 | ωB97M-V with the def2-TZVPD basis set

Molar mass ... 859.0 g/mol
Kohn-Sham gap (spin up / spin down) ... 6.189 / 6.211 eV
LUMO energy (spin up / spin down) ... -9.23 / -9.22 eV
Expectation value of S² ... 0.754
E ... -177612.074 eV
Energy relative to the best compared isomer or geometry (same formula, charge and spin) ... 0.0 kJ/mol

```
! wB97M-V def2-TZVPD RIJCOSX def2/J DEFGRID3
* xyz 3 2
Ir 0.668 0.127 0.661
N 3.174 -4.507 0.516
C 2.212 -3.418 0.958
C 2.621 -2.913 2.330
C 1.628 -1.899 2.905
N 1.792 -0.531 2.306
C 0.182 -2.383 2.791
C -0.190 -2.902 1.404
N -0.325 -1.777 0.431
C 0.800 -3.966 0.937
H 4.125 -4.152 0.387
H 2.881 -4.918 -0.376
H 3.221 -5.266 1.203
H 2.313 -2.628 0.220
H 3.626 -2.479 2.305
H 2.661 -3.749 3.036
H 1.875 -1.803 3.963
H 2.782 -0.351 2.145
H 1.532 0.131 3.038
H -0.509 -1.592 3.091
H 0.043 -3.193 3.510
H -1.169 -3.382 1.468
H -1.326 -1.503 0.489
H -0.287 -2.133 -0.523
H 0.528 -4.321 -0.062
H 0.716 -4.820 1.617
C 1.371 3.109 3.966
Si 0.200 2.800 2.556
C -1.043 1.500 3.054
C -0.700 4.282 1.905
N 1.173 2.055 1.165
C 1.982 2.737 0.429
C 2.388 4.105 0.705
C 3.055 4.806 -0.220
C 3.368 4.239 -1.525
C 3.115 2.956 -1.812
C 2.515 2.073 -0.815
N 2.369 0.798 -0.923
Si 3.043 -0.051 -2.398
C 2.030 0.446 -3.878
C 4.869 0.279 -2.522
C 2.915 -1.891 -2.086
H 0.797 3.505 4.808
H 2.161 3.826 3.750
H 1.850 2.191 4.319
H -1.686 1.947 3.820
H -0.610 0.610 3.517
H -1.700 1.192 2.236
H -1.459 4.568 2.638
H -1.223 4.053 0.974
H -0.073 5.156 1.734
H 2.138 4.551 1.655
H 3.352 5.827 -0.018
H 3.817 4.884 -2.269
H 3.346 2.562 -2.790
H 1.087 0.925 -3.606
H 1.790 -0.430 -4.485
H 2.572 1.137 -4.526
H 5.141 1.311 -2.733
H 5.274 -0.331 -3.334
H 5.388 -0.018 -1.607
H 3.525 -2.134 -1.212
H 3.368 -2.394 -2.944
H 1.897 -2.269 -1.974
C -1.149 0.992 -0.787
As -1.724 0.653 -2.666
C -1.371 -1.283 -2.718
C -3.654 0.718 -2.373
C -4.264 1.526 -3.335
C -5.639 1.704 -3.371
C -6.427 1.067 -2.431
C -5.833 0.266 -1.465
C -4.455 0.076 -1.410
As -3.822 -1.096 0.039
C -4.858 -0.398 1.537
C -4.845 -2.706 -0.362
H -1.410 2.016 -0.518
H -0.009 1.007 -0.831
H -1.680 0.323 -0.118
H -1.557 -1.628 -3.734
H -1.999 -1.856 -2.038
H -0.307 -1.437 -2.513
H -3.653 2.026 -4.078
H -6.085 2.332 -4.130
H -7.502 1.186 -2.443
H -6.476 -0.222 -0.745
H -5.926 -0.427 1.334
H -4.564 0.631 1.739
H -4.653 -1.007 2.417
H -5.899 -2.465 -0.489
H -4.739 -3.412 0.461
H -4.475 -3.164 -1.278
*
```

3.
C28H42BrN3P2Sr | ωB97M-V with the def2-TZVPD basis set

Molar mass ... 650.1 g/mol
Kohn-Sham gap ... 4.942 eV
LUMO energy ... -7.05 eV
E ... -123625.924 eV
Energy relative to the best compared isomer or geometry (same formula, charge and spin) ... 135.6 kJ/mol

```
! wB97M-V def2-TZVPD RIJCOSX def2/J DEFGRID3
* xyz 2 1
C 1.794 3.974 -1.160
C 0.834 3.527 -2.087
C 1.226 3.306 -3.411
C 2.562 3.557 -3.765
N 3.490 3.940 -2.870
C 3.111 4.201 -1.602
C -0.479 3.147 -1.651
C -1.602 3.004 -1.156
C -2.799 2.694 -0.348
C -2.854 1.384 0.199
C -3.815 1.143 1.250
C -4.681 2.185 1.607
C -4.759 3.429 0.939
C -3.713 3.733 -0.026
Sr -1.583 1.128 2.752
P 2.177 -0.537 -0.473
H 0.580 2.831 -4.137
H 1.592 4.033 -0.102
H 2.918 3.391 -4.793
H 3.895 4.548 -0.912
H -3.619 4.775 -0.484
H -2.383 0.589 -0.412
H -5.538 4.154 1.126
H -3.907 0.140 1.786
C 2.831 -2.257 -0.213
C 3.947 -2.764 -1.116
H 1.944 -2.894 -0.338
H 3.119 -2.308 0.844
H 4.158 -3.815 -0.874
H 3.669 -2.720 -2.176
H 4.884 -2.208 -0.982
C 2.434 -0.288 -2.310
C 3.800 0.145 -2.813
H 1.696 0.481 -2.576
H 2.111 -1.216 -2.802
H 3.784 0.228 -3.907
H 4.091 1.128 -2.430
H 4.596 -0.564 -2.567
C 3.448 0.572 0.314
C 4.892 0.098 0.351
H 3.071 0.693 1.341
H 3.361 1.552 -0.175
H 5.497 0.829 0.904
H 4.994 -0.869 0.855
H 5.333 0.015 -0.648
Br -5.914 1.929 3.174
P -1.369 -1.547 -1.499
C -0.491 -2.584 -2.794
C -1.124 -3.842 -3.357
H 0.462 -2.879 -2.342
H -0.217 -1.923 -3.622
H -0.420 -4.379 -3.998
H -1.422 -4.539 -2.577
H -2.002 -3.656 -3.974
C -2.497 -2.775 -0.690
C -3.878 -3.094 -1.248
H -2.606 -2.342 0.313
H -1.912 -3.695 -0.572
H -4.395 -3.735 -0.523
H -4.492 -2.198 -1.390
H -3.842 -3.650 -2.193
C -2.523 -0.501 -2.511
C -3.007 -0.932 -3.882
H -1.989 0.453 -2.614
H -3.384 -0.298 -1.868
H -3.597 -0.115 -4.312
H -2.181 -1.134 -4.567
H -3.662 -1.807 -3.852
N -1.845 -1.918 4.945
C -0.963 -2.893 4.479
C -0.484 -2.442 3.259
N -1.029 -1.172 3.055
C -1.956 -0.975 4.021
H -2.328 -1.832 5.847
H -0.771 -3.800 5.075
H 0.014 -3.070 2.531
H -2.894 -0.347 3.916
*
```

4.
Cl6O24Sr | ωB97M-V with the def2-TZVPD basis set

Molar mass ... 684.3 g/mol
Kohn-Sham gap ... 3.672 eV
LUMO energy ... 2.18 eV
E ... -125059.967 eV
Energy relative to the best compared isomer or geometry (same formula, charge and spin) ... 902.4 kJ/mol

```
! wB97M-V def2-TZVPD RIJCOSX def2/J DEFGRID3
* xyz -4 1
Sr -0.122 0.332 0.289
Cl 4.158 -1.923 -4.288
O 3.382 -1.486 -3.102
O 3.572 -3.014 -4.898
O 4.564 -0.885 -5.187
O 5.271 -2.451 -3.581
Cl -0.683 -5.756 2.359
O -2.040 -6.052 2.159
O -0.564 -4.571 1.603
O -0.634 -5.393 3.727
O 0.114 -6.851 1.869
Cl -5.083 -1.635 -3.982
O -3.962 -0.816 -3.386
O -4.513 -2.717 -4.777
O -5.793 -1.972 -2.809
O -5.760 -0.803 -4.900
Cl 2.768 5.141 0.213
O 2.545 6.645 -0.107
O 4.009 5.115 0.925
O 1.582 4.733 0.928
O 2.931 4.406 -1.022
Cl 4.245 -0.578 4.335
O 5.280 0.231 5.025
O 4.477 -1.971 4.545
O 2.963 -0.513 4.973
O 4.163 -0.380 3.003
Cl -5.397 4.661 1.215
O -4.630 3.398 1.039
O -6.135 5.064 0.067
O -6.264 4.239 2.299
O -4.444 5.804 1.466
*
```